(1)
{
  "formula": "C10H32O11",
  "method": "ωB97M-V/def2-TZVPD",
  "symbols": ["O", "H", "H", "C", "C", "O", "O", "H", "H", "H", "H", "H", "H", "C", "C", "O", "O", "H", "H", "H", "H", "H", "H", "C", "C", "O", "O", "H", "H", "H", "H", "H", "H", "C", "C", "O", "O", "H", "H", "H", "H", "H", "H", "C", "C", "O", "O", "H", "H", "H", "H", "H", "H"],
  "positions_angstrom": [[-0.1893, -0.1937, -0.9264], [-0.4863, 0.3063, -0.1964], [-0.7273, -0.9377, -1.0344], [-1.1073, -2.3677, 1.7076], [-2.1713, -2.3027, 0.6766], [-1.5833, -2.5447, -0.6094], [-1.6923, -2.4767, 2.9606], [-0.5153, -1.4627, 1.6846], [-0.5173, -3.3027, 1.5356], [-2.5863, -1.2987, 0.6186], [-2.8813, -3.1027, 0.8176], [-2.3613, -2.6267, -1.2234], [-1.8103, -1.4987, 3.2446], [-3.0083, 2.9793, 3.9386], [-2.0773, 2.9133, 2.8006], [-2.0613, 1.6273, 2.3366], [-3.0173, 4.2803, 4.6106], [-2.7333, 2.3353, 4.7296], [-4.0073, 2.5963, 3.8266], [-1.0633, 3.2263, 3.1046], [-2.4933, 3.4073, 1.9566], [-1.4443, 1.5663, 1.5576], [-2.8343, 4.1903, 5.5706], [2.3307, -2.6487, -1.2164], [2.9327, -1.9167, -0.0074], [3.1907, -0.5907, -0.4144], [2.4647, -4.0517, -0.9524], [2.8877, -2.2767, -2.0284], [1.3797, -2.2407, -1.5334], [3.8867, -2.3747, 0.4136], [2.1897, -1.8907, 0.7776], [2.3697, -0.1917, -0.5904], [2.6047, -4.5417, -1.7164], [1.2367, 2.6353, 0.2326], [1.4607, 2.1003, 1.6006], [0.7597, 0.8553, 1.8836], [-0.2173, 2.7133, 0.0626], [1.5827, 1.9863, -0.5104], [1.7237, 3.5943, 0.0626], [1.3167, 2.9063, 2.3566], [2.4577, 1.9063, 1.7176], [1.1407, 0.3653, 2.6336], [-0.5493, 3.5923, -0.2534], [1.1407, -0.6287, -4.1144], [0.6647, -0.5607, -5.6274], [-0.5863, -1.2187, -5.6714], [0.7127, 0.4983, -3.3854], [2.2167, -0.5907, -4.0744], [0.7447, -1.5507, -3.5524], [1.3417, -1.0417, -6.2804], [0.8437, 0.5203, -5.8964], [-1.1523, -0.8397, -5.0094], [0.2957, 0.1673, -2.5944]],
  "nbo_charge": [-0.978, 0.491, 0.493, -0.091, -0.090, -0.747, -0.707, 0.170, 0.186, 0.163, 0.183, 0.477, 0.473, -0.080, -0.077, -0.746, -0.741, 0.162, 0.177, 0.160, 0.166, 0.498, 0.473, -0.099, -0.068, -0.729, -0.722, 0.167, 0.165, 0.188, 0.156, 0.471, 0.471, -0.085, -0.084, -0.758, -0.777, 0.187, 0.193, 0.165, 0.184, 0.491, 0.493, -0.089, -0.089, -0.709, -0.761, 0.162, 0.155, 0.175, 0.169, 0.465, 0.496],
  "total_charge": 0,
  "gap_ev": 9.75,
  "smiles": "OCCO.OCCO.OCCO.OCCO.OCCO.O",
  "e_tot_ev": -33406.6779,
  "fmax_ev_per_a": 3.6
}



(2)
{
  "formula": "C4H11N2S",
  "method": "ωB97M-V/def2-TZVPD",
  "symbols": ["C", "C", "C", "S", "N", "C", "N", "H", "H", "H", "H", "H", "H", "H", "H", "H", "H", "H"],
  "positions_angstrom": [[-0.4580, -1.5262, -0.7605], [-0.5511, -0.1341, -0.2016], [-1.7951, 0.6373, -0.8543], [-3.2997, 0.3404, 0.3058], [0.7917, 0.5283, -0.3280], [1.4190, 0.9837, 0.8589], [1.7510, -0.1380, 1.8518], [0.6095, -1.7547, -0.9168], [-0.9517, -2.4060, -0.3422], [-0.7384, -1.4373, -1.8112], [-0.8377, 0.1572, 0.8230], [-1.8422, 0.1817, -1.8442], [-1.4737, 1.6857, -0.8460], [0.8376, 1.2164, -1.0665], [0.7060, 1.5462, 1.4819], [2.3331, 1.4759, 0.5035], [0.9720, -0.7893, 1.8136], [2.5277, -0.5670, 1.3329]],
  "nbo_charge": [-0.631, -0.123, -0.491, -0.731, -0.681, -0.046, -0.848, 0.202, 0.221, 0.193, 0.225, 0.166, 0.170, 0.356, 0.152, 0.172, 0.361, 0.331],
  "total_charge": -1,
  "gap_ev": 6.39,
  "smiles": "C[C@H](C[S-])NCN",
  "e_tot_ev": -18141.2903,
  "fmax_ev_per_a": 2.7
}



(3)
{
  "formula": "C24H57N5O6P",
  "method": "ωB97M-V/def2-TZVPD",
  "symbols": ["C", "C", "C", "C", "C", "C", "C", "C", "C", "P", "O", "H", "H", "H", "H", "H", "H", "H", "H", "H", "H", "H", "H", "H", "H", "H", "H", "H", "H", "H", "H", "H", "H", "C", "C", "O", "N", "C", "H", "H", "H", "H", "H", "H", "H", "C", "C", "O", "N", "C", "H", "H", "H", "H", "H", "H", "H", "C", "C", "O", "N", "C", "H", "H", "H", "H", "H", "H", "H", "C", "C", "O", "N", "C", "H", "H", "H", "H", "H", "H", "H", "C", "C", "O", "N", "C", "H", "H", "H", "H", "H", "H", "H"],
  "positions_angstrom": [[2.9275, -4.0548, 5.7568], [1.8850, -2.9462, 5.9445], [1.1171, -2.5560, 4.6609], [-0.3466, -3.0139, 4.6524], [-0.5614, -4.5388, 4.6278], [-1.0434, -5.1412, 3.2867], [-0.4085, -4.5856, 1.9917], [0.5718, -5.5405, 1.2988], [1.9912, -5.4203, 1.9132], [2.8486, -3.9942, 1.3364], [3.1543, -4.1872, -0.2087], [3.2215, -4.5042, 6.7084], [2.5482, -4.8757, 5.1369], [3.8388, -3.6638, 5.2889], [2.4093, -2.0558, 6.3026], [1.1764, -3.2273, 6.7290], [1.1453, -1.4670, 4.5729], [1.6625, -2.9954, 3.8052], [-0.8207, -2.5695, 5.5312], [-0.8626, -2.5848, 3.7847], [-1.3245, -4.7987, 5.3670], [0.3444, -5.0538, 4.9721], [-0.8497, -6.2203, 3.3295], [-2.1289, -5.0457, 3.2156], [0.1084, -3.6454, 2.2174], [-1.1914, -4.3240, 1.2747], [0.6074, -5.3206, 0.2266], [0.2675, -6.5808, 1.4192], [2.6332, -6.2831, 1.7055], [1.9208, -5.3185, 3.0045], [2.0994, -2.8332, 1.4953], [4.0466, -3.7855, 2.0180], [3.9358, -3.7495, -0.5619], [-1.8861, 0.5669, -0.9023], [-1.7553, -0.3615, 0.2677], [-2.5420, -0.4062, 1.1967], [-0.6652, -1.2007, 0.2719], [0.3754, -1.2883, -0.7241], [-2.7925, 1.1478, -0.7669], [-1.0303, 1.2379, -0.9761], [-1.9733, 0.0116, -1.8343], [-0.6365, -1.8136, 1.0699], [0.4177, -2.2824, -1.1810], [1.3615, -1.0636, -0.2959], [0.1899, -0.5595, -1.5097], [-6.4174, -0.1696, -1.3857], [-5.4010, -0.1348, -2.5041], [-4.2880, -0.6175, -2.3673], [-5.7646, 0.4611, -3.6681], [-7.0295, 1.0839, -3.9986], [-5.9578, -0.6694, -0.5385], [-6.7113, 0.8379, -1.0894], [-7.3145, -0.7132, -1.6841], [-5.0410, 0.4542, -4.3694], [-7.5002, 0.5903, -4.8501], [-6.8958, 2.1385, -4.2444], [-7.7066, 1.0173, -3.1532], [0.8410, 2.8838, -5.0276], [1.0390, 1.9114, -3.8928], [0.2354, 1.8108, -2.9784], [2.1575, 1.1330, -3.9224], [3.2045, 1.1159, -4.9222], [-0.0806, 3.4285, -4.8538], [1.6524, 3.6085, -5.0844], [0.7747, 2.3561, -5.9804], [2.2348, 0.5045, -3.1399], [3.2871, 0.1345, -5.3929], [4.1724, 1.3720, -4.4869], [2.9826, 1.8425, -5.6964], [2.3837, 7.8590, -4.1735], [1.9868, 6.9803, -5.3384], [1.1093, 6.1381, -5.2362], [2.6408, 7.1672, -6.5145], [3.6924, 8.1165, -6.8160], [1.7664, 7.5817, -3.3249], [3.4343, 7.7219, -3.9148], [2.2238, 8.9128, -4.4029], [2.3218, 6.5621, -7.2545], [3.3873, 8.8024, -7.6075], [4.6026, 7.6071, -7.1364], [3.9263, 8.7029, -5.9335], [-0.6492, 0.6837, 3.4218], [-0.0746, 1.2047, 4.7164], [0.4486, 0.4515, 5.5300], [-0.1458, 2.5357, 4.9475], [-0.7329, 3.5577, 4.1036], [-0.5050, -0.3906, 3.3902], [-1.7156, 0.8838, 3.3275], [-0.1474, 1.1385, 2.5655], [0.2567, 2.8181, 5.8275], [0.0110, 4.3016, 3.8155], [-1.5477, 4.0682, 4.6183], [-1.1333, 3.1080, 3.2009]],
  "mulliken_charge": [-0.992, -0.794, 1.018, -0.753, -0.789, -1.132, 1.218, -1.349, 0.151, 0.455, -0.469, 0.351, 0.153, 0.278, 0.418, 0.349, 0.114, -0.752, 0.682, 0.158, 0.315, 0.300, 0.404, 0.392, -0.964, 0.502, 0.401, 0.379, 0.499, -0.188, 0.116, 0.165, 0.352, -1.717, 1.029, -0.679, 0.249, -0.653, 0.275, 0.535, 0.404, -0.016, 0.256, 0.235, 0.117, -1.338, 0.793, -0.632, -0.157, -0.839, 0.264, 0.374, 0.412, 0.231, 0.291, 0.285, 0.310, -1.441, 0.876, -0.576, -0.087, -0.907, 0.278, 0.359, 0.404, 0.161, 0.297, 0.294, 0.343, -1.318, 0.798, -0.641, -0.159, -0.830, 0.289, 0.371, 0.370, 0.228, 0.291, 0.285, 0.312, -0.213, 0.461, -0.689, -0.187, -0.808, -0.662, 0.554, 0.393, 0.261, 0.283, 0.291, 0.303],
  "total_charge": 1,
  "gap_ev": 7.45,
  "e_tot_ev": -54832.6025,
  "fmax_ev_per_a": 0.5
}



Q: What is the formula in the first record?
A: C10H32O11